No. 1
16
Properties=species:S:1:pos:R:3:forces:R:3:nbo_charge:R:1 method="wB97M-V/def2-TZVPD" homo_lumo_gap_ev=9.761 homo_energy_ha=-0.3658 relative_energy_ev=2.741 smiles="O=c1cc[nH]c(=O)[nH]1.C#C" charge=0 lumo_ev=-0.2 e_tot_ha=-492.14273 spin_multiplicity=1
O -0.24125 -2.71347 1.12134 0.22 -0.41 0.30 -0.56
C 0.19256 -1.59688 1.25869 -0.81 0.50 -1.27 0.63
C 1.44581 -1.25314 1.93947 0.58 1.83 1.44 -0.33
C 1.90083 0.03112 2.17350 -2.67 -2.05 -4.61 0.04
N 1.25743 1.05743 1.33334 -0.27 0.05 2.91 -0.62
C -0.07200 0.82077 0.89417 -1.08 -0.01 -0.34 0.78
O -0.87509 1.70898 0.67773 1.05 -0.23 0.04 -0.59
N -0.47638 -0.51995 0.65545 4.00 1.77 2.32 -0.64
H 1.95068 -2.11864 2.31216 0.36 -0.20 0.30 0.24
H 2.91075 0.22605 2.39373 0.86 0.43 1.02 0.22
H 1.31203 1.99049 1.81526 -0.22 -1.07 -1.13 0.41
H -1.25299 -0.58733 0.08642 -2.01 -0.62 -0.99 0.43
C -1.49145 0.80436 -3.78363 -4.77 -0.89 -4.69 -0.23
C -2.37789 0.67392 -4.66199 1.67 1.30 3.03 -0.25
H -0.83699 0.65240 -3.00474 1.28 0.02 1.07 0.22
H -3.34605 0.82388 -5.21090 1.83 -0.42 0.59 0.25

=====

No. 2
138
Properties=species:S:1:pos:R:3:forces:R:3:lowdin_charge:R:1 method="wB97M-V/def2-TZVPD" homo_lumo_gap_ev=5.686 homo_energy_ha=-0.1628 relative_energy_ev=0.382 charge=-1 lumo_ev=1.3 e_tot_ha=-6428.85832 spin_multiplicity=1
C -4.22020 3.47224 0.46315 0.24 0.45 -0.16 -0.09
C -3.66260 4.57135 -0.45614 0.12 -0.33 -0.15 -0.26
C -2.34351 4.22051 -1.15335 0.07 0.04 0.49 -0.20
C -1.22896 3.71053 -0.22536 0.34 0.14 -0.80 -0.19
C -0.24125 2.74809 -0.92350 -0.27 0.21 0.89 -0.19
C 0.39725 1.77462 0.08438 -0.33 -0.71 -1.13 -0.20
C -0.35696 0.43260 0.21568 -0.35 1.01 0.53 -0.19
C -1.34176 0.39376 1.38793 0.83 -0.64 -0.34 -0.20
C -1.83950 -1.02051 1.72336 -0.88 0.38 0.63 -0.26
C -3.27119 -1.33024 1.21763 0.67 0.01 -0.55 -0.19
Ga -3.36747 -2.43586 -0.51256 -0.32 0.35 0.14 0.44
O -4.12670 -4.11871 -0.04429 0.44 0.02 -0.11 -0.30
C -4.69633 -1.54201 -1.78505 0.21 0.21 0.32 -0.22
C -4.59457 -0.00850 -1.85321 -0.13 -0.11 -0.17 -0.27
C -3.61628 0.49940 -2.90461 -0.12 0.00 0.17 -0.26
O -4.03813 1.72813 -3.49993 0.15 0.03 -0.30 -0.09
C -1.46117 -2.67322 -1.23041 0.21 -0.47 -0.34 -0.18
C -1.30117 -3.54927 -2.46494 -0.37 0.11 1.27 -0.25
O -2.42169 -3.41651 -3.38111 0.71 -0.03 -1.12 -0.02
C -2.14591 -2.84086 -4.56302 -1.22 -0.50 -1.33 -0.52
C -1.14477 -1.69965 -4.61167 -0.09 -0.28 -0.25 0.00
O -2.72550 -3.19564 -5.59359 0.85 0.55 1.80 0.05
H -3.82632 2.50134 0.16551 -0.24 -0.20 -0.08 0.06
H -5.30554 3.48868 0.40180 -0.10 -0.27 0.04 0.07
H -3.94520 3.60425 1.50436 0.07 0.05 0.03 0.05
H -4.40323 4.74410 -1.23423 0.00 0.24 -0.08 0.08
H -3.54245 5.51297 0.08141 -0.07 0.06 0.11 0.09
H -2.53104 3.48393 -1.93650 -0.04 -0.10 -0.03 0.09
H -1.97822 5.12546 -1.64298 -0.01 -0.04 -0.28 0.11
H -0.64430 4.58072 0.08036 -0.06 0.00 0.47 0.11
H -1.61604 3.21730 0.66250 -0.23 0.04 0.08 0.08
H -0.78036 2.19585 -1.69364 0.08 -0.16 -0.10 0.09
H 0.55448 3.31427 -1.40524 -0.05 0.12 -0.17 0.09
H 0.51644 2.26641 1.05112 0.23 0.01 0.10 0.10
H 1.36105 1.50702 -0.32652 0.34 0.15 0.32 0.07
H -0.90642 0.29719 -0.71438 0.10 -0.44 -0.11 0.09
H 0.37164 -0.36221 0.36383 -0.04 -0.21 -0.20 0.11
H -2.16626 1.07754 1.19936 -0.15 0.05 0.18 0.09
H -0.77083 0.74455 2.25679 -0.11 0.26 0.03 0.08
H -1.11144 -1.77036 1.41118 0.12 0.02 -0.13 0.08
H -1.86772 -1.06925 2.81444 0.11 -0.14 0.09 0.07
H -3.76368 -0.36497 1.07024 -0.22 0.00 0.08 0.03
H -3.81650 -1.84763 2.00450 -0.13 -0.13 -0.05 0.02
H -5.07136 -3.97255 -0.00150 -0.20 -0.05 -0.03 -0.05
H -5.69019 -1.77444 -1.38823 -0.03 -0.13 0.08 0.04
H -4.68519 -1.93861 -2.80219 0.03 -0.11 -0.05 0.04
H -4.31684 0.42674 -0.88980 -0.07 -0.05 0.14 0.07
H -5.57657 0.40364 -2.10620 -0.01 0.18 -0.12 0.10
H -2.61308 0.63468 -2.48295 0.09 -0.11 0.05 0.10
H -3.54285 -0.22744 -3.71174 -0.03 0.05 -0.17 0.10
H -4.31684 2.31849 -2.79724 -0.06 0.05 0.18 0.06
H -0.94383 -1.72680 -1.39164 -0.16 0.18 0.08 0.02
H -0.90773 -3.18151 -0.43386 0.07 0.07 0.10 0.05
H -1.31821 -4.58396 -2.12726 -0.17 -0.17 -0.27 0.12
H -0.35327 -3.39874 -2.98631 -0.04 0.09 -0.25 0.09
H -0.18871 -2.10715 -4.94197 0.18 0.06 0.17 0.07
H -1.46897 -1.02920 -5.40087 -0.11 0.09 0.00 0.09
H -1.03823 -1.15768 -3.67811 0.07 -0.09 0.13 0.07
C -0.10949 3.60753 4.40912 0.17 0.20 -0.13 -0.05
C -0.05621 2.12008 4.67227 -0.11 0.00 0.10 -0.31
O -1.41969 1.75608 4.63121 0.15 0.05 -0.16 0.11
C -2.05218 2.63854 3.79562 0.05 -0.07 -0.09 -0.55
O -3.11866 2.46893 3.32502 -0.24 0.06 0.26 0.19
O -1.26228 3.72051 3.57344 0.06 -0.13 0.14 0.07
F 0.44172 1.83849 5.90798 -0.04 -0.01 0.02 0.06
H -0.26901 4.16946 5.33129 0.01 -0.12 0.09 0.14
H 0.77440 3.98651 3.90271 -0.11 0.00 -0.18 0.14
H 0.49355 1.54476 3.92549 0.08 -0.04 0.11 0.17
C 3.46822 -4.08595 -5.55856 -0.03 0.07 -0.28 -0.05
C 2.73962 -5.03357 -4.63371 0.16 -0.23 0.14 -0.30
O 2.92931 -4.43330 -3.36138 -0.15 0.22 -0.43 0.12
C 3.06311 -3.08949 -3.58065 -0.03 0.19 0.18 -0.56
O 2.98380 -2.26241 -2.74030 0.21 0.07 0.13 0.19
O 3.29916 -2.83399 -4.89002 -0.02 -0.23 0.03 0.07
F 3.30775 -6.26701 -4.62804 0.01 0.06 0.06 0.07
H 4.53137 -4.32574 -5.62341 -0.02 -0.10 0.09 0.13
H 3.04444 -4.05187 -6.55842 -0.08 0.17 0.05 0.14
H 1.67089 -5.13000 -4.83026 0.01 -0.13 0.01 0.18
C -6.17682 -3.26125 4.80822 -0.21 0.06 -0.17 -0.05
C -5.75550 -3.20371 6.25800 0.12 -0.29 -0.02 -0.31
O -4.34578 -3.28347 6.16665 -0.10 0.34 0.04 0.12
C -3.98987 -2.75269 4.95212 -0.04 -0.12 -0.39 -0.53
O -2.89099 -2.43349 4.65400 0.03 -0.11 0.11 0.18
O -5.07033 -2.64060 4.15554 -0.07 -0.02 0.19 0.09
F -6.21769 -4.26289 6.97181 0.05 0.03 0.01 0.07
H -6.27680 -4.28986 4.45871 0.04 -0.05 0.13 0.15
H -7.09732 -2.72056 4.60584 0.12 0.14 -0.10 0.14
H -6.03170 -2.28231 6.77436 -0.06 -0.07 0.10 0.17
C 6.08307 -4.17700 -1.97151 -0.42 -0.18 0.13 -0.04
C 7.11114 -4.40595 -3.05046 0.05 0.34 0.01 -0.30
O 8.31730 -4.05012 -2.39884 -0.17 -0.35 -0.03 0.10
C 8.13941 -4.29753 -1.06039 -0.08 0.10 0.18 -0.54
O 9.02106 -4.35419 -0.27575 0.14 0.08 0.02 0.19
O 6.82950 -4.46887 -0.78333 0.14 0.03 -0.26 0.09
F 6.92055 -3.58410 -4.11716 0.06 -0.03 0.01 0.07
H 5.73989 -3.14138 -1.94268 0.09 0.03 -0.12 0.15
H 5.22228 -4.83421 -2.06167 0.04 -0.08 0.21 0.14
H 7.18040 -5.43583 -3.40433 -0.01 0.04 -0.13 0.18
C 11.28102 -2.83226 -2.70743 -0.10 -0.20 -0.01 -0.05
C 11.48117 -1.55628 -3.48944 0.07 0.16 0.30 -0.31
O 12.85879 -1.29296 -3.29848 -0.07 -0.19 -0.28 0.13
C 13.47846 -2.49494 -3.10127 -0.01 -0.05 0.13 -0.55
O 14.64631 -2.66679 -3.16404 0.12 0.02 0.03 0.18
O 12.56454 -3.45823 -2.83646 -0.07 0.18 -0.07 0.08
F 10.75603 -0.52686 -2.98319 0.05 0.01 -0.03 0.07
H 11.07466 -2.63566 -1.65457 -0.01 0.12 -0.02 0.15
H 10.49715 -3.46147 -3.11156 0.15 -0.16 -0.05 0.12
H 11.27586 -1.64100 -4.55814 -0.08 0.11 0.00 0.17
C -1.77051 -1.38721 7.33791 0.01 0.02 -0.34 -0.04
C -1.70579 0.03554 7.83523 -0.12 -0.04 0.20 -0.30
O -0.79470 -0.05588 8.91903 0.15 0.07 -0.27 0.13
C 0.04439 -1.09903 8.65137 -0.06 -0.11 0.02 -0.56
O 1.06828 -1.29539 9.21421 0.06 -0.02 0.11 0.17
O -0.45308 -1.86448 7.65677 -0.10 0.15 0.05 0.08
F -2.90840 0.46952 8.30345 0.04 0.00 0.05 0.07
H -2.50944 -1.97200 7.88679 -0.03 0.09 0.09 0.14
H -1.97270 -1.46206 6.27005 0.30 -0.10 0.17 0.11
H -1.32889 0.75435 7.10680 -0.15 0.03 0.07 0.15
C 4.89263 0.96410 -2.67551 0.03 -0.25 0.01 -0.06
C 5.48291 2.33851 -2.89599 -0.23 0.05 -0.20 -0.32
O 4.46557 3.18989 -2.40759 0.22 -0.10 0.26 0.13
C 3.78057 2.49449 -1.44731 -0.18 -0.18 -0.09 -0.53
O 3.02988 2.96598 -0.66848 0.27 0.38 -0.01 0.18
O 4.08283 1.17475 -1.51859 0.15 0.10 -0.07 0.08
F 5.69309 2.59970 -4.21152 -0.01 0.04 0.05 0.07
H 4.26285 0.65673 -3.51161 0.03 0.10 -0.06 0.14
H 5.64191 0.19914 -2.48945 -0.06 0.00 0.19 0.13
H 6.40668 2.52855 -2.34611 0.07 0.03 -0.12 0.17
C -6.46367 8.57532 1.55077 -0.22 0.08 0.16 -0.06
C -5.52066 8.95901 0.43398 0.25 -0.17 0.12 -0.32
O -5.22234 7.71187 -0.15432 -0.30 0.17 -0.13 0.12
C -6.29509 6.88913 0.05894 0.06 -0.07 0.14 -0.53
O -6.48976 5.87264 -0.50334 -0.15 -0.06 -0.06 0.19
O -7.10944 7.42197 1.01089 0.12 0.12 -0.05 0.07
F -4.37734 9.52020 0.90351 -0.02 -0.03 -0.04 0.07
H -5.91918 8.30132 2.45565 0.14 0.03 -0.07 0.14
H -7.18876 9.35018 1.78626 -0.13 -0.11 -0.09 0.14
H -5.95528 9.61914 -0.31923 0.10 0.10 0.02 0.17

=====

No. 3
23
Properties=species:S:1:pos:R:3:forces:R:3:nbo_charge:R:1 method="wB97M-V/def2-TZVPD" homo_lumo_gap_ev=11.562 homo_energy_ha=-0.3964 relative_energy_ev=0.645 smiles=CCCC(C)C.O charge=0 lumo_ev=0.8 e_tot_ha=-313.41983 spin_multiplicity=1
C -1.84538 2.51128 0.35907 0.14 -1.04 1.22 -0.62
C -0.34537 2.69994 0.14099 -0.33 -0.72 0.44 -0.40
C 0.50232 1.46668 0.57856 -0.58 1.05 -0.75 -0.39
C -0.09011 0.09914 0.26139 1.59 -0.09 0.91 -0.22
C 0.93606 -0.94226 0.77024 -0.45 -0.59 -0.95 -0.59
C -0.33379 -0.12865 -1.23769 -0.82 -0.97 1.03 -0.62
H -2.18284 1.51181 0.08053 -0.14 0.26 -1.00 0.20
H -2.47358 3.30763 -0.02483 -0.04 -0.05 -0.14 0.21
H -2.03457 2.37997 1.43363 0.05 0.71 0.12 0.20
H -0.15348 2.92298 -0.90539 0.13 0.31 -0.01 0.19
H -0.03633 3.49899 0.81469 0.18 0.44 -0.57 0.20
H 1.42857 1.51198 0.00053 0.20 0.07 0.14 0.20
H 0.77572 1.65890 1.61744 -0.08 -0.68 0.17 0.20
H -0.97629 -0.14622 0.84849 -0.35 0.52 -0.25 0.20
H 0.86231 -1.17920 1.82404 0.05 0.38 0.33 0.21
H 0.72489 -1.89144 0.26184 0.19 -0.01 0.03 0.20
H 1.95001 -0.64115 0.50631 0.07 -0.06 0.11 0.20
H 0.52920 -0.51268 -1.77719 0.22 0.34 0.03 0.21
H -0.83907 0.66309 -1.77247 0.10 0.36 -0.05 0.21
H -1.03944 -0.95566 -1.15814 -0.14 -0.24 -0.80 0.21
O 1.49726 -6.15365 -0.55906 0.06 -0.21 0.35 -0.94
H 0.81328 -5.84570 -1.15207 -0.09 0.13 -0.22 0.47
H 2.33064 -5.83577 -0.91093 0.03 0.09 -0.13 0.47

=====

No. 4
15
Properties=species:S:1:pos:R:3:forces:R:3:nbo_charge:R:1 method="wB97M-V/def2-TZVPD" homo_lumo_gap_ev=8.780 homo_energy_ha=-0.2811 relative_energy_ev=2.113 smiles="C=CCNC=C" charge=0 lumo_ev=1.1 e_tot_ha=-250.58928 spin_multiplicity=1
C 0.94805 -1.09585 1.40038 -0.57 -0.45 -0.19 -0.37
C 1.41596 -0.83845 0.18901 0.60 1.13 0.14 -0.20
C 1.29957 0.57147 -0.40125 -0.01 -0.59 -0.02 -0.25
N -0.07919 0.96474 -0.64234 -0.26 -0.20 0.00 -0.62
C -1.13602 0.08918 -0.78679 -0.08 0.46 1.63 0.02
C -2.37569 0.41660 -0.36884 -0.14 -0.74 -0.59 -0.56
H 0.95164 -2.08131 1.84174 0.35 -0.11 0.03 0.20
H 0.37300 -0.35947 1.95353 0.08 0.11 -0.11 0.20
H 2.04611 -1.50613 -0.38678 -0.32 -0.40 0.14 0.20
H 1.87688 0.61944 -1.33176 0.01 0.03 0.09 0.18
H 1.76673 1.25114 0.31599 -0.14 0.15 -0.17 0.21
H -0.38301 1.90023 -0.43210 0.33 0.07 0.12 0.39
H -0.89252 -0.95161 -0.96448 0.02 0.19 -1.05 0.20
H -2.60156 1.17974 0.35891 0.14 0.64 -0.43 0.19
H -3.20995 -0.15972 -0.74521 -0.02 -0.28 0.42 0.20